[1]
{"formula": "C8H4N4O", "method": "wB97M-V/def2-TZVPD", "orbital_gap_ev": 8.32, "total_energy_ev": -16361.538, "charge": 0, "elements": ["C", "C", "C", "C", "C", "C", "C", "C", "N", "N", "N", "N", "O", "H", "H", "H", "H"], "xyz": [[2.1794, -2.2950, -0.5460], [-0.1928, -2.7913, -0.1293], [-4.1080, -0.2240, -0.3861], [-2.5201, -1.3270, 0.9962], [0.1629, -0.9724, -1.5579], [-0.4186, -0.0169, -0.4231], [0.7691, -2.2080, -0.7595], [-2.8191, -0.3942, 0.0440], [3.3139, -2.1955, -0.4106], [-1.1973, -3.0752, 0.5182], [-5.2157, -0.1519, -0.5841], [-1.7576, -2.1595, 1.5032], [-1.7837, 0.3367, -0.5497], [-0.4607, -1.4255, -2.3986], [1.0853, -0.5118, -1.9875], [-0.3269, -0.4758, 0.5480], [0.1541, 0.9745, -0.4016]]}

---

[2]
{"formula": "C8H4NO5PdS", "method": "wB97M-V/def2-TZVPD", "orbital_gap_ev": [6.41, 8.05], "total_energy_ev": -34391.738, "spin_multiplicity": 3, "s_squared": 2.014, "charge": 1, "elements": ["O", "C", "Pd", "O", "C", "C", "O", "C", "O", "C", "O", "H", "S", "C", "C", "N", "C", "H", "H", "H"], "xyz": [[-0.3494, 4.7532, -1.4866], [0.2935, 4.1390, -0.7870], [0.3432, 0.6479, 0.0796], [-1.5274, 2.0513, -1.9233], [-0.8870, 1.4064, -1.2247], [1.9022, 0.9417, 1.3048], [2.6803, 0.5300, 2.0789], [-0.7545, 1.4096, 1.5756], [-1.2164, 1.7215, 2.5748], [1.6821, 0.4017, -1.4394], [2.5235, 0.6765, -2.1597], [1.5612, 1.9820, 0.6939], [0.0808, -3.9678, 0.0909], [-1.5750, -3.3933, 0.0523], [-1.6401, -2.0137, 0.0682], [-0.3798, -1.4537, 0.1113], [0.5918, -2.3507, 0.1375], [-2.4534, -4.0170, 0.0145], [-2.5166, -1.3589, 0.0560], [1.6410, -2.1057, 0.1824]]}

---

[3]
{"formula": "C8H4NO5SV", "method": "wB97M-V/def2-TZVPD", "orbital_gap_ev": [4.54, 5.68], "total_energy_ev": -56573.400, "spin_multiplicity": 2, "s_squared": 1.102, "charge": 3, "elements": ["O", "C", "V", "O", "C", "C", "O", "C", "O", "C", "O", "H", "S", "C", "C", "N", "C", "H", "H", "H"], "xyz": [[-2.2422, 2.3896, -1.2199], [-1.5165, 1.5019, -1.2810], [0.1066, -0.0942, -1.1265], [-2.1290, -2.2465, -1.0061], [-1.3013, -1.4345, -1.0797], [1.5478, -1.3582, -0.7060], [2.4446, -2.0596, -0.4735], [1.7463, 1.2257, -1.0998], [2.8968, 1.4646, -1.1920], [0.3516, -0.1901, -3.0129], [0.5149, -0.2811, -4.1609], [0.6659, 1.7877, -1.0376], [-0.7374, 1.0588, 3.2743], [-0.4794, -0.6637, 3.1603], [-0.2026, -1.0565, 1.8706], [-0.1571, 0.0262, 0.9862], [-0.4394, 1.1920, 1.5812], [-0.5465, -1.3532, 3.9849], [-0.0132, -2.0564, 1.4833], [-0.5096, 2.1474, 1.0551]]}

---

[4]
{"formula": "C8H5AuCl2NO3RuS", "method": "wB97M-V/def2-TZVPD", "orbital_gap_ev": [7.84, 4.92], "total_energy_ev": -58108.275, "spin_multiplicity": 8, "s_squared": 15.811, "charge": 4, "elements": ["Au", "Ru", "Cl", "Cl", "C", "C", "C", "O", "O", "O", "S", "C", "N", "C", "C", "C", "C", "H", "H", "H", "H", "H"], "xyz": [[2.5193, -4.3820, 0.7770], [-0.4706, -0.3743, 0.8381], [2.2287, -2.2653, 1.4859], [-1.6085, -1.6216, 2.3910], [-1.4325, -0.7959, -0.6005], [3.7086, -5.6101, -0.1622], [1.5068, -6.0647, 0.3898], [-2.1659, -1.0346, -1.5011], [4.5625, -6.1709, -0.7160], [0.7919, -6.9331, 0.2064], [1.3352, 0.7639, -0.2136], [0.0888, 1.9362, -0.3106], [-0.0450, 2.7646, 0.7919], [-0.9701, 3.7618, 0.8863], [-1.7975, 3.9814, -0.1992], [-1.6444, 3.2359, -1.3739], [-0.6860, 2.2385, -1.4590], [0.5160, 2.5354, 1.6165], [-1.0305, 4.2732, 1.8360], [-2.5775, 4.7214, -0.1177], [-2.2896, 3.4346, -2.2326], [-0.5397, 1.6054, -2.3324]]}

---

- Among the records above, which one has the highest charge?
  C8H5AuCl2NO3RuS

---

- Which of these has the lowest charge?
  C8H4N4O